# 1
# C28H33N2OYb

C28H33N2OYb as an isolated structure at a distorted geometry (ωB97M-V/def2-TZVPD, OMol25).

The HOMO energy (alpha / beta) comes out at -7.16 / -7.16 eV. The frontier orbital gap (alpha / beta) is 6.7 / 6.2 eV. As for the spin multiplicity: 2. Its charge is 0. The expectation value of S² is 0.75. For the LUMO energy (alpha / beta), the calculation gives -0.492 / -0.995 eV. The calculation puts the energy above the lowest of the compared OMol25 structures with the same formula, charge and spin at 299.9 kJ/mol.

Geometry (Å):
C 3.0233 0.5130 1.7457
C 2.8684 -0.3551 0.6237
C 2.0445 0.3103 -0.3298
H 3.3523 -1.3228 0.4822
C 1.6666 1.5659 0.2058
C 2.2779 1.7028 1.4811
H 1.0666 2.3096 -0.3171
C -1.7487 -1.7360 1.3814
C -0.6498 -2.5169 0.8746
C -0.5503 -2.2498 -0.5210
H -0.0676 -3.2591 1.4201
C -1.6359 -1.4069 -0.8976
C -2.2846 -0.9902 0.2988
H 1.7782 -0.0383 -1.3248
H 2.2696 2.6075 2.0962
H 3.6895 0.3498 2.6016
H -3.1289 -0.2951 0.3495
H 0.1800 -2.6708 -1.2200
H -2.1641 -1.7892 2.3885
Yb 0.4766 -0.2759 1.9605
C -2.2524 -1.3709 -2.2761
C -3.5983 -2.0965 -2.1477
C -1.3872 -2.1453 -3.2818
H -3.4202 -3.1399 -1.8589
H -4.1135 -2.0794 -3.1120
H -4.2460 -1.6372 -1.3925
H -1.2602 -3.1763 -2.9377
H -0.3991 -1.6836 -3.3915
H -1.8918 -2.1497 -4.2539
C -2.5443 0.0665 -2.8015
C -1.3364 0.7897 -3.3740
H -2.9593 0.7011 -1.9940
H -3.3094 -0.0013 -3.5948
O -0.2009 0.6326 -2.9136
N -1.5362 1.6096 -4.4459
C -0.5017 2.5693 -4.8205
H -2.4881 1.8059 -4.7277
C 0.8698 1.9510 -4.7776
C 1.8856 2.6453 -4.1148
H 1.6295 3.5930 -3.6252
C 3.1687 2.1014 -4.0502
H 3.9449 2.6396 -3.5016
C 3.4503 0.8834 -4.6838
H 4.4652 0.4757 -4.6572
C 2.4283 0.2028 -5.3659
H 2.6250 -0.7633 -5.8357
C 1.1483 0.7521 -5.4444
H 0.3500 0.2372 -5.9936
H -0.5393 3.4203 -4.1277
H -0.7266 2.9464 -5.8248
C -2.3826 2.6046 0.2388
C -2.0984 2.2712 1.6404
C -2.7310 2.8709 2.7588
C -2.1702 2.2894 3.9097
C -1.2052 1.3567 3.4590
C -0.3364 0.5255 4.3348
N -1.1791 1.3420 2.0833
H -2.6662 3.6662 0.1799
H -3.2450 2.0319 -0.1361
H -1.5219 2.4364 -0.4198
H -3.4916 3.6339 2.6943
H -2.3828 2.4750 4.9588
H -0.5062 0.8659 5.3648
H -0.6202 -0.5521 4.3125
H 0.7583 0.6680 4.1643

# 2
# C4H10NOS2

A 7-piece molecular cluster, C4H10NOS2 overall at a distorted geometry (ωB97M-V/def2-TZVPD, OMol25).

The HOMO energy comes out at -3.26 eV. The frontier orbital gap is 2.9 eV. Its charge is -1. For the LUMO energy, the calculation gives -0.347 eV. The calculation puts the energy above the lowest of the compared OMol25 structures with the same formula, charge and spin at 1661.5 kJ/mol.

Geometry (Å):
N 3.3258 -3.2842 -0.5424
C 3.4598 -2.1521 0.3239
C 3.2056 -1.5861 -1.7211
O 3.5255 -2.0907 -2.8086
C 3.2759 -1.9885 1.5248
S -3.1188 4.5463 -0.8425
S -2.9531 0.4711 2.0578
C -3.4077 1.9910 1.1814
H 3.7460 -0.1322 -1.9560
H 4.0976 -3.8442 -0.3830
H 0.6902 -7.7353 -0.7289
H 2.1318 -1.8437 -1.6505
H 1.6477 -2.0020 -0.2709
H 3.6964 -1.5344 2.2515
H 0.8573 -8.0390 -1.3793
H -3.3867 2.8783 1.8854
H -2.6518 2.1995 0.4288
H -4.3644 1.9036 0.7692

# 3
# C2H7NO4

The molecule C2H7NO4 at a distorted geometry (ωB97M-V/def2-TZVPD, OMol25).

The HOMO energy comes out at -9.55 eV. The frontier orbital gap is 10.2 eV. Its charge is 0. For the LUMO energy, the calculation gives 0.628 eV. As for the SMILES: NCC(O)(O)OO. The calculation puts the energy above the lowest of the compared OMol25 structures with the same formula, charge and spin at 388.8 kJ/mol.

Geometry (Å):
C 0.1641 0.9359 -0.8397
C 0.4225 -0.4876 -0.3483
N 0.0574 1.9395 0.1934
O 1.3167 -0.5053 0.6639
O 0.6275 -1.3904 -1.3266
H 1.3986 -1.4050 1.0075
H -0.6786 1.6827 0.8430
H 0.9211 1.9862 0.7222
H -0.7463 0.9154 -1.4425
H 0.9957 1.1793 -1.5081
O -1.0146 -1.1682 0.0754
O -1.2750 -0.9966 1.4640
H -2.1490 -0.5818 1.4765
H -0.0402 -2.1040 -0.9805

# 4
# BaCl4NiO16

BaCl4NiO16 as an isolated structure at a distorted geometry (ωB97M-V/def2-TZVPD, OMol25).

The HOMO energy (alpha / beta) comes out at -10.19 / -10.16 eV. The frontier orbital gap (alpha / beta) is 8.7 / 8.1 eV. As for the spin multiplicity: 3. Its charge is 0. The expectation value of S² is 2.01. For the LUMO energy (alpha / beta), the calculation gives -1.512 / -2.071 eV. The calculation puts the energy above the lowest of the compared OMol25 structures with the same formula, charge and spin at 1473.2 kJ/mol.

Geometry (Å):
Ni 1.0276 -1.5466 0.3928
Ba -3.1432 1.2515 0.8168
Cl 2.4226 -0.9934 -2.0542
O 3.7430 -1.6453 -2.3586
O 1.7406 -1.5452 -0.9282
O 2.8666 0.3957 -1.8808
O 1.3648 -0.9339 -3.1430
Cl 1.1900 -1.4124 3.1251
O 2.6146 -1.3446 2.9705
O 0.7344 -1.9015 1.8967
O 1.0166 -2.2519 4.2748
O 0.4451 -0.1929 3.2145
Cl -0.7458 -0.3888 -0.0980
O 0.4666 -0.2080 -0.8513
O -0.1593 -0.4455 1.2641
O -1.5699 0.6933 0.0123
O -1.5286 -1.5145 -0.5051
Cl -2.4910 2.8403 -1.2218
O -2.1608 2.3905 -2.4684
O -1.6132 2.3536 -0.2606
O -2.4543 4.2703 -1.1695
O -3.7664 2.1293 -1.0280

# 5
# C21H21F4

A 2-piece molecular cluster, C21H21F4 overall at a distorted geometry (ωB97M-V/def2-TZVPD, OMol25).

The HOMO energy comes out at -12.21 eV. The frontier orbital gap is 5.8 eV. Its charge is +1. For the LUMO energy, the calculation gives -6.384 eV. The calculation puts the energy above the lowest of the compared OMol25 structures with the same formula, charge and spin at 36.7 kJ/mol.

Geometry (Å):
C -4.5083 2.2219 1.6362
C -3.2801 3.0440 1.9975
C -1.9968 2.4448 1.4167
C -0.7518 3.2605 1.7479
C 0.4811 2.6829 1.0890
C 1.1344 1.6343 1.6072
H -5.3969 2.6779 2.0775
H -4.6534 2.1774 0.5520
H -4.4307 1.1991 2.0174
H -3.3847 4.0698 1.6176
H -3.1703 3.0958 3.0891
H -1.8615 1.4236 1.8030
H -2.1044 2.3623 0.3271
H -0.9041 4.2925 1.4012
H -0.6214 3.2622 2.8365
H 0.8057 3.1837 0.1717
H 2.1546 1.3731 1.3331
H 0.6755 1.0572 2.4242
F 3.3730 -4.6212 1.9771
C 3.6365 -3.2955 1.7106
C 4.7887 -2.7267 2.2520
C 5.0254 -1.3896 1.9278
F 6.1619 -0.7938 2.4324
C 4.1944 -0.6412 1.1111
C 3.0276 -1.2475 0.5708
C 2.1940 -0.5214 -0.3228
C 1.2034 -1.1308 -1.0714
C 0.4219 -0.4336 -1.9769
C -0.6298 -1.0412 -2.7161
C -1.3010 -0.3035 -3.7229
C -2.3568 -0.8861 -4.4000
F -3.0214 -0.1494 -5.3535
C -2.7872 -2.1986 -4.1653
C -2.0887 -2.9152 -3.1917
F -2.4776 -4.2105 -2.9317
C -1.0279 -2.3874 -2.4708
C 2.7492 -2.6050 0.9007
H 5.4601 -3.2964 2.8823
H 4.4122 0.3956 0.8634
H 2.4088 0.5361 -0.4954
H 1.0779 -2.2134 -0.9782
H 0.6416 0.6268 -2.1523
H -0.9759 0.7139 -3.9293
H -3.6278 -2.6311 -4.6979
H -0.5271 -2.9945 -1.7188
H 1.8579 -3.1017 0.5217

# 6
# C50H62CaCl5IN2O5P2SeSi

C50H62CaCl5IN2O5P2SeSi as an isolated structure at a distorted geometry (ωB97M-V/def2-TZVPD, OMol25).

The HOMO energy comes out at -1.89 eV. The frontier orbital gap is 5.4 eV. Its charge is -2. For the LUMO energy, the calculation gives 3.528 eV. The calculation puts the energy above the lowest of the compared OMol25 structures with the same formula, charge and spin at 105.6 kJ/mol.

Geometry (Å):
Ca 0.7256 0.1196 -2.1320
C -2.0178 2.9048 -0.9547
Si -1.2779 1.2029 -0.3429
C -0.6891 1.8891 1.4196
C -1.6613 2.2086 2.3888
C -1.3619 2.8551 3.5766
C -0.0479 3.2331 3.8418
C 0.9354 2.9221 2.9205
C 0.6477 2.2472 1.7229
P 1.9956 1.6378 0.6148
C 3.3781 1.1603 1.7964
C 2.7700 0.3002 2.9224
C 3.8351 -0.6082 3.5411
C 5.1669 0.1464 3.7549
C 4.9223 1.6536 3.7828
C 4.4035 2.1443 2.4187
C 2.5817 3.0925 -0.4449
C 1.3867 3.8981 -0.9843
C 0.9099 5.0241 -0.0620
C 2.0614 5.9749 0.2608
C 3.2184 5.1977 0.8905
C 3.6888 4.0757 -0.0412
C -3.0315 0.3244 0.0797
C -4.2096 1.0779 0.2745
C -5.4748 0.5087 0.3469
C -5.6270 -0.8654 0.1870
C -4.4933 -1.6439 0.0160
C -3.2132 -1.0733 -0.0076
P -1.6766 -2.0941 0.0088
C -1.6253 -2.4794 1.8496
C -1.2661 -1.1498 2.5639
C -1.5650 -1.1873 4.0744
C -1.3811 -2.6019 4.6159
C -2.4250 -3.5436 3.9871
C -2.8294 -3.0961 2.5667
C -2.0848 -3.6441 -0.9924
C -2.6223 -4.9512 -0.3849
C -1.5983 -5.6937 0.4807
C -0.3105 -5.9652 -0.2998
C 0.2433 -4.6684 -0.8874
C -0.8018 -3.9912 -1.7829
H -2.4116 3.5264 -0.1413
H -1.2719 3.5075 -1.4841
H -2.8241 2.7175 -1.6746
H -2.6952 1.9356 2.2000
H -2.1494 3.0742 4.2919
H 0.2048 3.7589 4.7559
H 1.9577 3.2147 3.1384
H 3.9314 0.4746 1.1443
H 2.3485 0.9517 3.6885
H 1.9472 -0.2941 2.5434
H 3.4690 -1.0031 4.4941
H 3.9976 -1.4662 2.8791
H 5.6508 -0.1819 4.6783
H 5.8618 -0.0764 2.9385
H 4.2025 1.8899 4.5734
H 5.8448 2.1865 4.0278
H 3.9977 3.1465 2.5321
H 5.2652 2.2272 1.7530
H 2.9689 2.5243 -1.2942
H 1.7027 4.3514 -1.9297
H 0.5654 3.2275 -1.2209
H 0.0928 5.5625 -0.5511
H 0.5104 4.6130 0.8666
H 2.4112 6.4514 -0.6651
H 1.7259 6.7713 0.9331
H 4.0555 5.8674 1.1130
H 2.8705 4.7835 1.8423
H 4.0310 4.5452 -0.9738
H 4.5469 3.5552 0.3715
H -4.1413 2.1530 0.3716
H -6.3439 1.1414 0.5038
H -6.6119 -1.3214 0.1934
H -4.6083 -2.7149 -0.0991
H -0.7715 -3.1611 1.9518
H -0.2131 -0.9221 2.3960
H -1.8289 -0.3328 2.1146
H -0.9105 -0.4827 4.5920
H -2.5940 -0.8631 4.2681
H -0.3703 -2.9423 4.3644
H -1.4582 -2.6236 5.7060
H -2.0262 -4.5624 3.9474
H -3.3177 -3.5778 4.6197
H -3.2371 -3.9498 2.0352
H -3.6242 -2.3485 2.6182
H -2.8375 -3.2711 -1.6901
H -3.5446 -4.7938 0.1700
H -2.8827 -5.6060 -1.2292
H -1.3555 -5.0934 1.3600
H -2.0353 -6.6283 0.8420
H 0.4304 -6.4436 0.3482
H -0.5270 -6.6682 -1.1155
H 0.4912 -3.9728 -0.0699
H 1.1601 -4.8371 -1.4572
H -0.3614 -3.0920 -2.2169
H -1.0531 -4.6612 -2.6140
Cl 0.2938 6.3910 -7.0762
C 0.5528 5.0428 -6.0115
C -0.4929 4.1794 -5.6805
Cl -2.0676 4.4409 -6.3635
C -0.2891 3.1147 -4.8174
Cl -1.5404 1.9847 -4.4592
C 0.9660 2.8585 -4.2036
O 1.1302 1.9206 -3.3628
C 2.0190 3.7305 -4.6008
Cl 3.5837 3.4112 -3.9383
C 1.8143 4.7915 -5.4710
Cl 3.1419 5.8269 -5.8964
C 3.0946 -3.9811 0.7727
C 2.1876 -2.8561 1.0057
N 1.4789 -1.9539 1.0487
H 4.0934 -3.6080 0.5505
H 2.7455 -4.5580 -0.0822
H 3.1365 -4.6175 1.6537
O 1.0712 -1.1870 -3.8038
Se 2.5507 -1.6707 -3.1591
O 3.7741 -0.8955 -3.8938
O 2.4003 -1.1587 -1.5750
O 2.6617 -3.2963 -3.2342
I -5.3765 0.2591 -3.5903
C -4.0239 -1.2268 -4.2135
C -4.5154 -2.4437 -4.6689
C -3.5848 -3.3580 -5.1398
C -2.2397 -3.0288 -5.1299
C -1.8522 -1.8000 -4.6158
N -2.7494 -0.9066 -4.1614
H -5.5754 -2.6578 -4.6562
H -3.9140 -4.3229 -5.5069
H -1.4852 -3.7133 -5.4972
H -0.8041 -1.5201 -4.5496

# 7
# C6H8OSe

A 2-piece molecular cluster, C6H8OSe overall at a distorted geometry (ωB97M-V/def2-TZVPD, OMol25).

The HOMO energy comes out at -8.84 eV. The frontier orbital gap is 9.5 eV. Its charge is 0. For the LUMO energy, the calculation gives 0.709 eV. As for the SMILES: [SeH]c1ccco1.C=C. The calculation puts the energy above the lowest of the compared OMol25 structures with the same formula, charge and spin at 26.9 kJ/mol.

Geometry (Å):
C -3.6695 -0.1704 -0.4915
C -2.5542 0.5989 -0.9081
C -3.3078 -0.8304 0.6282
C -1.5716 0.3198 0.0342
C 3.6372 -0.2869 0.8378
C 3.9562 0.3448 -0.2614
O -2.0264 -0.5301 0.9156
Se 0.1801 1.0261 0.2741
H -4.6045 -0.2782 -0.8886
H -2.3110 1.2717 -1.6802
H -3.9685 -1.4976 1.0666
H 4.0991 -1.3210 0.9800
H 2.9983 0.0171 1.5454
H 0.9503 0.0419 -0.7334
H 4.6693 0.0170 -0.8860
H 3.5231 1.2772 -0.4325